{"formula": "C7H26BF4O8Rb", "method": "ωB97M-V/def2-TZVPD", "spin_multiplicity": 1, "orbital_gap_ev": 8.96, "total_energy_ha": -1332.41749, "symbols": ["Rb", "B", "F", "F", "F", "F", "O", "H", "H", "O", "H", "H", "O", "H", "H", "C", "C", "O", "O", "H", "H", "H", "H", "H", "H", "C", "C", "O", "O", "H", "H", "H", "H", "H", "H", "C", "C", "C", "O", "H", "H", "H", "H", "H", "H", "H", "H"], "coordinates": [[0.073, 0.938, -3.474], [-0.721, -0.447, -0.821], [-0.680, -1.742, -1.202], [0.354, 0.076, -1.597], [-1.910, 0.080, -1.250], [-0.545, -0.294, 0.545], [-2.676, -1.428, 0.242], [-2.498, -1.178, -0.664], [-1.919, -1.108, 0.733], [-3.148, -0.786, -2.779], [-2.834, -0.434, -1.946], [-2.366, -1.147, -3.197], [-0.959, -1.446, -3.141], [-0.721, -1.514, -2.217], [-0.757, -2.308, -3.505], [-1.477, 2.005, 0.688], [-0.911, 2.584, -0.581], [-1.833, 3.245, -1.417], [-1.854, 3.064, 1.573], [-0.643, 1.575, 1.241], [-2.216, 1.210, 0.582], [-0.236, 1.900, -1.094], [-0.178, 3.357, -0.351], [-2.409, 3.636, -0.756], [-2.100, 2.559, 2.352], [2.072, 2.504, 1.453], [1.341, 1.085, 1.356], [1.126, 0.924, 0.003], [1.333, 3.696, 1.156], [2.988, 2.531, 0.864], [2.377, 2.593, 2.496], [0.524, 1.172, 2.072], [1.907, 0.238, 1.744], [0.730, 0.057, -0.117], [1.344, 3.788, 0.200], [0.428, -2.833, 1.371], [1.796, -2.950, 0.693], [2.364, -1.593, 0.271], [2.684, -3.388, 1.739], [0.171, -3.792, 1.822], [-0.451, -2.575, 0.781], [0.280, -2.130, 2.190], [1.891, -3.641, -0.144], [3.249, -1.718, -0.353], [2.604, -0.947, 1.116], [1.565, -1.094, -0.276], [2.842, -4.324, 1.598]], "lowdin_charge": [1.332, -1.335, 0.320, -0.266, 0.162, 0.128, 0.004, -0.003, 0.012, -0.052, -0.087, -0.069, -0.131, -0.216, 0.101, -0.213, -0.259, -0.031, -0.033, 0.071, 0.132, 0.056, 0.106, 0.090, 0.091, -0.168, -0.218, -0.132, -0.060, 0.116, 0.113, 0.118, 0.099, 0.001, 0.064, -0.035, -0.411, -0.020, -0.059, 0.086, 0.053, 0.094, 0.141, 0.101, 0.071, 0.052, 0.084]}

---

{"formula": "C5H13NS", "method": "ωB97M-V/def2-TZVPD", "smiles": "CSCC[C@H](C)N", "spin_multiplicity": 1, "orbital_gap_ev": 9.23, "total_energy_ha": -651.17295, "symbols": ["C", "S", "C", "C", "C", "C", "N", "H", "H", "H", "H", "H", "H", "H", "H", "H", "H", "H", "H", "H"], "coordinates": [[1.386, -3.370, -1.551], [0.962, -2.604, 0.079], [-0.082, -1.057, -0.298], [-0.667, 0.002, 0.708], [-0.137, 1.437, 0.732], [-0.890, 2.388, 1.582], [-0.002, 2.037, -0.692], [0.762, -4.218, -1.857], [2.428, -3.772, -1.496], [1.243, -2.561, -2.352], [0.613, -0.680, -1.018], [-0.944, -1.498, -0.840], [-0.365, -0.516, 1.742], [-1.788, 0.076, 0.399], [0.953, 1.250, 1.086], [-0.710, 2.108, 2.598], [-2.051, 2.373, 1.424], [-0.514, 3.372, 1.536], [0.716, 2.781, -0.690], [-0.914, 2.451, -1.091]], "lowdin_charge": [-0.430, 0.695, -0.480, -0.217, -0.476, -0.108, -0.007, 0.017, 0.032, 0.054, 0.023, 0.063, 0.146, 0.132, 0.161, 0.062, 0.123, 0.054, 0.060, 0.096]}

---

{"formula": "C18H16BrN3O2", "method": "ωB97M-V/def2-TZVPD", "smiles": "O=C(N/N=C/c1cccc(Br)c1)[C@@H]1CC(=O)N(c2ccccc2)C1", "spin_multiplicity": 1, "orbital_gap_ev": 8.52, "total_energy_ha": -3584.29744, "symbols": ["O", "C", "N", "N", "C", "C", "C", "C", "C", "C", "Br", "C", "C", "C", "C", "O", "N", "C", "C", "C", "C", "C", "C", "C", "H", "H", "H", "H", "H", "H", "H", "H", "H", "H", "H", "H", "H", "H", "H", "H"], "coordinates": [[-1.007, 1.446, -5.342], [-0.459, 1.220, -4.286], [-1.226, 1.090, -3.161], [-0.788, 1.035, -1.897], [-1.594, 0.724, -0.966], [-1.166, 0.735, 0.421], [-0.146, 1.585, 0.849], [0.240, 1.600, 2.175], [-0.369, 0.761, 3.093], [-1.380, -0.082, 2.661], [-2.224, -1.242, 3.913], [-1.797, -0.096, 1.344], [1.032, 0.931, -4.223], [1.196, -0.588, -4.368], [1.368, -1.086, -2.940], [1.234, -2.232, -2.582], [1.732, -0.021, -2.173], [2.093, -0.075, -0.821], [2.928, 0.903, -0.282], [3.306, 0.843, 1.046], [2.858, -0.183, 1.859], [2.023, -1.152, 1.329], [1.638, -1.102, 0.003], [1.789, 1.221, -2.923], [-2.235, 1.062, -3.341], [-2.634, 0.442, -1.169], [0.323, 2.239, 0.133], [1.020, 2.268, 2.503], [-0.069, 0.762, 4.129], [-2.590, -0.758, 1.030], [1.472, 1.464, -5.069], [2.100, -0.839, -4.926], [0.356, -1.078, -4.857], [3.300, 1.707, -0.898], [3.961, 1.604, 1.445], [3.160, -0.229, 2.894], [1.665, -1.957, 1.954], [0.996, -1.866, -0.401], [2.829, 1.478, -3.161], [1.342, 2.031, -2.345]], "lowdin_charge": [0.080, -0.436, 0.077, 0.064, -0.074, -0.210, -0.036, -0.077, -0.126, -0.676, 0.727, -0.085, -0.176, -0.020, -0.434, 0.083, 0.004, -0.197, -0.031, -0.095, -0.106, -0.073, -0.007, -0.112, 0.165, 0.134, 0.110, 0.112, 0.103, 0.108, 0.150, 0.136, 0.134, 0.104, 0.105, 0.105, 0.111, 0.109, 0.132, 0.118]}